This record from the Open Molecules 2025 dataset describes a molecular structure, C32H89CsF2N7O9 in a non-equilibrium geometry. The level of theory is ωB97M-V/def2-TZVPD.

- LUMO level (eV) = 1.888
- total charge = -1
- strongest force on any atom (hartree/bohr) = 0.06560
- HOMO-LUMO gap (eV) = 7.902

Atoms and positions in Å:
Cs -7.230841 -15.840283 -14.299327
F -5.832351 -14.430371 -16.367506
F -6.039654 -17.963590 -13.008799
C -9.255489 -11.651926 -12.935567
C -9.343051 -12.867041 -12.016687
O -8.131709 -13.670835 -12.146423
H -10.026083 -10.916632 -12.697412
H -9.635101 -11.959726 -13.932211
H -8.217664 -11.335959 -12.939039
H -10.335530 -13.340937 -12.113124
H -9.361923 -12.476861 -10.929965
H -8.309987 -14.463074 -11.623707
C -6.641812 -18.649861 -9.058901
C -6.354566 -17.291178 -9.657146
O -6.826407 -17.047727 -10.897586
H -6.174441 -19.472700 -9.622458
H -7.699537 -18.849195 -9.000810
H -6.221346 -18.672725 -8.056125
H -5.298895 -17.154469 -9.626643
H -6.747768 -16.487000 -9.005714
H -6.357264 -17.513734 -11.660922
C -1.834303 -16.497702 -13.417284
C -2.826247 -15.575631 -14.018329
C -2.116274 -14.452136 -14.792004
O -1.461545 -13.514673 -13.921554
C -2.238869 -12.405805 -13.453569
N -3.697161 -16.241879 -14.977351
H -2.271776 -17.077717 -12.630227
H -0.939368 -15.923892 -13.074669
H -1.482094 -17.138045 -14.228651
H -3.376211 -15.098531 -13.159116
H -2.733396 -13.953282 -15.474706
H -1.338979 -14.922062 -15.393771
H -2.893203 -11.989328 -14.225342
H -1.625760 -11.626648 -13.030810
H -2.808081 -12.742141 -12.560678
H -4.427980 -15.675030 -15.435681
H -4.131434 -17.059485 -14.535646
C -6.059529 -12.629889 -7.029617
C -5.934007 -13.868454 -7.902953
C -5.249041 -13.506396 -9.236241
O -5.999418 -12.451680 -9.804215
C -5.540688 -12.080417 -11.093300
N -5.236995 -14.960617 -7.219926
H -6.521062 -11.789612 -7.493345
H -5.022924 -12.306353 -6.720827
H -6.597140 -12.918721 -6.128646
H -6.987593 -14.098188 -8.191644
H -5.229801 -14.402101 -9.891141
H -4.240436 -13.130136 -9.050081
H -4.596412 -11.553418 -11.133005
H -6.259815 -11.404427 -11.541777
H -5.395066 -12.893886 -11.796041
H -5.318526 -15.840023 -7.647195
H -5.645342 -14.970377 -6.298819
C -11.730219 -16.453564 -13.345734
C -10.925811 -17.382227 -12.442151
C -10.819515 -16.815223 -11.035522
O -10.101966 -15.578134 -10.989742
C -9.768309 -15.287622 -9.661526
N -11.562776 -18.690919 -12.276754
H -12.778461 -16.458690 -13.082485
H -11.715779 -16.829146 -14.368723
H -11.302861 -15.438236 -13.284793
H -9.854909 -17.407305 -12.711675
H -10.295475 -17.558959 -10.395848
H -11.871517 -16.706289 -10.670803
H -10.633351 -14.877489 -9.159413
H -9.074479 -14.491062 -9.560256
H -9.391286 -16.211597 -9.196954
H -11.204807 -19.121746 -11.421861
H -11.305952 -19.308770 -13.050544
C -9.906262 -20.560997 -16.560556
C -9.829980 -19.674111 -15.323571
C -9.229205 -20.289997 -14.097141
O -10.099616 -21.424453 -13.849983
C -9.921810 -21.820141 -12.484150
N -8.983983 -18.444203 -15.617532
H -8.933161 -20.897990 -16.815143
H -10.417866 -19.896524 -17.304565
H -10.568661 -21.429818 -16.328448
H -10.840086 -19.344770 -15.074043
H -9.158968 -19.574644 -13.315794
H -8.263747 -20.725200 -14.409555
H -10.648527 -21.407637 -11.882941
H -8.945220 -21.593940 -12.123034
H -10.082713 -22.887951 -12.480257
H -8.084512 -18.712660 -15.899050
H -9.359478 -17.949949 -16.362845
C -6.426839 -9.713014 -15.514408
C -6.514103 -11.139223 -16.095772
C -7.547781 -11.129511 -17.294909
O -8.928158 -10.879449 -16.831941
C -9.729849 -10.561353 -17.970689
N -5.212135 -11.528206 -16.596783
H -7.390139 -9.251915 -15.185062
H -6.025823 -8.956044 -16.232912
H -5.647375 -9.599996 -14.744432
H -6.895372 -11.824486 -15.301579
H -7.464320 -12.045487 -17.871004
H -7.224969 -10.267710 -17.861531
H -9.567837 -11.298050 -18.759768
H -9.485064 -9.543760 -18.399491
H -10.810471 -10.586556 -17.670849
H -4.957911 -10.924580 -17.364430
H -5.067453 -12.539050 -16.688174
C -8.308741 -17.610704 -19.266528
C -7.363379 -16.510625 -18.907984
C -8.074077 -15.328398 -18.386562
O -8.803571 -15.784145 -17.184556
C -9.573923 -14.648437 -16.606155
N -6.435985 -17.015126 -17.820687
H -8.909721 -17.368639 -20.173765
H -9.075547 -17.766349 -18.517741
H -7.873886 -18.567279 -19.616007
H -6.793696 -16.291591 -19.774069
H -8.831353 -14.965704 -19.125345
H -7.330416 -14.523860 -18.105940
H -10.344439 -14.369384 -17.327756
H -8.947795 -13.791129 -16.467305
H -10.048110 -15.058407 -15.720970
H -6.012348 -16.088017 -17.375559
H -5.575328 -17.423802 -18.210493
C -3.611925 -20.163323 -14.339250
C -4.803712 -21.110959 -14.412556
C -5.388687 -21.264982 -12.983996
O -4.460312 -21.688281 -12.040195
C -3.840065 -20.720176 -11.192540
N -5.922208 -20.738686 -15.210484
H -4.045487 -19.232136 -13.837102
H -3.373147 -19.895558 -15.414062
H -2.729221 -20.639261 -13.912127
H -4.448393 -22.078926 -14.759559
H -6.183017 -21.989688 -13.017479
H -5.753797 -20.284914 -12.653377
H -2.754993 -20.811388 -11.380262
H -4.117837 -20.896621 -10.189202
H -4.082734 -19.695366 -11.534360
H -6.336852 -19.838422 -14.892959
H -5.623588 -20.683988 -16.200706

Cartesian forces (eV/Å) of the 2 atoms listed first:
0.1 0.0 -0.2
0.1 -0.1 0.0